{
  "formula": "C3H6N2O",
  "method": "ωB97M-V/def2-TZVPD",
  "species": ["N", "C", "C", "O", "C", "N", "H", "H", "H", "H", "H", "H"],
  "xyz": [[1.57612, -0.69888, 0.21170], [0.52005, 0.07463, -0.37988], [-0.85981, -0.60897, -0.54888], [-1.76443, 0.49427, -0.48579], [-0.02272, 1.18380, 0.48845], [-0.47982, 1.70087, 1.42834], [2.46848, -0.21312, 0.19400], [1.36071, -0.92978, 1.17633], [0.84930, 0.46401, -1.34734], [-0.91031, -1.13751, -1.51415], [-1.03492, -1.34367, 0.25278], [-1.70265, 1.01436, 0.52442]],
  "atomic_forces_ev_per_a": [[-0.028, 0.038, 0.122], [-0.297, 0.433, 0.020], [-0.070, 0.312, 0.323], [-1.469, 0.244, 1.640], [1.865, 0.736, 2.124], [1.116, 0.130, -0.670], [-0.218, -0.097, -0.033], [0.050, -0.039, -0.101], [-0.113, 0.049, 0.192], [-0.255, 0.481, 0.312], [0.105, 0.164, -0.102], [-0.685, -2.450, -3.827]],
  "lowdin_charge": [0.05, -0.35, -0.21, -0.17, -0.19, 0.16, 0.09, 0.09, 0.15, 0.13, 0.12, 0.14],
  "homo_ev": -10.2375,
  "de_lowest_kcal_mol": 69.8,
  "smiles": "N#C[C@@H](N)CO",
  "e_lumo_ha": 0.029
}

---

{
  "formula": "C5H6BrNO",
  "method": "ωB97M-V/def2-TZVPD",
  "species": ["C", "C", "C", "C", "C", "N", "O", "Br", "H", "H", "H", "H", "H", "H"],
  "xyz": [[-0.77333, 2.55444, 0.27436], [1.22864, -3.10344, -0.23501], [-0.15733, 1.46903, -0.35019], [-0.05269, 0.22769, 0.24062], [1.51979, -0.78181, -0.41149], [1.49392, -1.97236, 0.29546], [-0.72340, -0.35374, 1.01798], [2.78407, 0.53270, 0.17170], [-0.81027, 3.56459, -0.02199], [-1.20484, 2.10242, 1.18971], [1.29519, -3.92494, 0.46627], [1.16605, -3.35282, -1.21008], [0.42639, 1.61077, -1.17311], [1.56159, -0.83557, -1.60198]],
  "atomic_forces_ev_per_a": [[0.902, -5.515, 0.275], [1.378, 1.318, 4.094], [-1.769, 5.760, 1.187], [1.761, -5.079, -0.132], [-2.946, 1.583, -1.887], [0.005, -0.371, -0.047], [-0.249, 0.174, 0.420], [0.951, -0.129, 0.164], [-0.036, 0.784, -0.366], [-0.237, 1.506, -0.178], [-0.397, -0.296, 0.017], [-0.555, -0.274, -3.577], [1.359, 0.406, -2.381], [-0.166, 0.133, 2.411]],
  "lowdin_charge": [0.14, -0.01, -0.18, -0.40, -0.70, -0.09, 0.12, 0.70, 0.06, 0.09, 0.07, 0.04, 0.05, 0.12],
  "homo_ev": -8.6776,
  "de_lowest_kcal_mol": 81.6,
  "e_lumo_ha": -0.015
}

---

{
  "formula": "C4H7N3S",
  "method": "ωB97M-V/def2-TZVPD",
  "species": ["C", "C", "C", "C", "N", "N", "N", "S", "H", "H", "H", "H", "H", "H", "H"],
  "xyz": [[-0.65470, 2.82188, 0.67508], [-0.19299, 0.49985, 0.32132], [0.48594, -1.24316, -1.25294], [0.19030, -1.85142, 1.00952], [-0.29716, 1.51802, 0.95050], [-0.51304, 3.32051, -0.47700], [-0.02381, -0.76777, 0.07542], [-0.33105, 2.49016, -1.84998], [-0.99804, 3.54271, 1.50403], [1.48697, -1.48035, -1.25310], [-0.04745, -2.05223, -1.47029], [0.44137, -0.45779, -2.12040], [0.02548, -1.41315, 1.94984], [-0.62232, -2.45951, 0.95251], [1.05052, -2.46775, 0.98549]],
  "atomic_forces_ev_per_a": [[-0.285, 3.050, 1.734], [0.295, 1.586, -0.889], [-0.364, 5.641, -1.159], [-0.727, 2.038, 1.404], [-0.359, -2.069, 0.676], [-0.962, -0.056, -0.350], [1.850, -0.438, -2.556], [0.634, -1.230, -0.021], [0.895, -1.729, -0.978], [2.443, -0.602, 0.759], [-2.318, -3.376, -1.162], [-0.583, -1.194, 1.970], [0.480, 0.386, 1.712], [-2.351, -2.185, -0.601], [1.351, 0.177, -0.541]],
  "lowdin_charge": [-0.39, -0.12, -0.02, -0.03, 0.12, -0.52, -0.13, 0.49, 0.13, 0.06, 0.04, 0.11, 0.09, 0.07, 0.10],
  "homo_ev": [-7.2513, -7.2578],
  "de_lowest_kcal_mol": 119.2,
  "e_lumo_ha": [-0.001, -0.001]
}

---

{
  "formula": "C3HBrClNS",
  "method": "ωB97M-V/def2-TZVPD",
  "species": ["C", "C", "C", "N", "S", "Cl", "Br", "H"],
  "xyz": [[-0.70750, -0.25534, -1.34799], [-0.01846, -0.38286, 0.76788], [0.75751, 0.69287, 0.63227], [-0.77132, -0.88735, -0.23841], [0.27591, 1.14294, -1.51225], [1.86140, 1.57163, 1.47591], [-0.15125, -1.27831, 2.43349], [-1.24628, -0.60358, -2.21090]],
  "atomic_forces_ev_per_a": [[0.512, 0.547, -0.014], [0.363, 0.264, 0.790], [-1.220, 0.349, -4.095], [-0.613, -0.719, -0.135], [0.848, -0.696, 3.441], [0.230, 0.221, 0.350], [0.128, 0.129, -0.130], [-0.247, -0.095, -0.206]],
  "lowdin_charge": [-0.58, -0.91, -0.82, -0.06, 0.85, 0.71, 0.74, 0.07],
  "homo_ev": -9.3773,
  "de_lowest_kcal_mol": 5.4,
  "smiles": "Clc1scnc1Br",
  "e_lumo_ha": -0.030
}

---

{
  "formula": "H26HeO13",
  "method": "ωB97M-V/def2-TZVPD",
  "species": ["He", "O", "H", "H", "O", "H", "H", "O", "H", "H", "O", "H", "H", "O", "H", "H", "O", "H", "H", "O", "H", "H", "O", "H", "H", "O", "H", "H", "O", "H", "H", "O", "H", "H", "O", "H", "H", "O", "H", "H"],
  "xyz": [[0.38999, -0.02166, 0.19116], [2.56738, -0.54145, -1.32151], [1.92570, 0.16188, -1.42049], [3.05308, -0.31339, -0.52884], [-1.40468, -2.21528, 1.23701], [-1.58623, -2.48067, 0.33543], [-2.11265, -1.60945, 1.45604], [-1.33078, 3.06810, 0.97461], [-1.70967, 2.46686, 0.33337], [-1.34351, 2.58007, 1.79795], [-0.19449, 0.08166, -3.01881], [-0.14249, -0.16421, -3.94243], [0.37481, 0.84730, -2.94186], [-1.10558, -2.16198, -1.54697], [-0.82040, -1.35983, -1.98452], [-1.76463, -2.53381, -2.13317], [1.35967, -3.31156, -1.81166], [1.94446, -2.72498, -1.33190], [0.49950, -2.89621, -1.74980], [0.69740, -1.23571, 2.66117], [1.20707, -2.02650, 2.83758], [0.13310, -1.47307, 1.92534], [-4.00113, -0.40417, -1.01784], [-3.21752, 0.13999, -1.09579], [-4.16357, -0.71973, -1.90681], [1.16956, 2.06100, -1.44565], [1.18573, 2.94255, -1.81825], [1.61515, 2.14840, -0.60301], [1.70278, 1.49269, 2.72672], [1.09940, 0.77137, 2.90518], [2.10910, 1.26442, 1.89064], [-1.93546, 1.35307, -1.16222], [-1.11285, 1.11970, -1.59242], [-2.34330, 1.98712, -1.75204], [-1.14953, -0.29338, 4.38004], [-0.57083, -0.85169, 3.86078], [-1.73731, -0.90440, 4.82433], [3.20646, 1.82491, 0.49213], [3.85666, 1.26644, 0.91826], [3.64980, 2.66559, 0.37837]],
  "atomic_forces_ev_per_a": [[-0.094, 0.039, 0.019], [0.214, -0.596, -0.095], [-0.095, 0.257, -0.089], [0.062, 0.111, 0.049], [0.122, -0.080, 0.535], [0.161, 0.074, -0.575], [-0.290, 0.206, 0.121], [0.128, 0.487, 0.159], [-0.029, -0.344, -0.285], [0.108, -0.050, 0.316], [-0.224, -0.073, -0.154], [-0.025, -0.235, -0.281], [0.537, 0.297, 0.293], [-0.390, -0.423, 0.154], [0.236, 0.698, -0.159], [-0.238, -0.209, -0.124], [0.509, -0.612, -0.173], [0.202, 0.330, -0.039], [-0.383, 0.035, 0.146], [0.680, 0.236, 0.383], [0.180, -0.162, 0.119], [-0.727, -0.391, -0.645], [-0.634, -0.521, 0.125], [0.566, 0.354, 0.098], [-0.167, -0.110, -0.143], [-0.391, -0.062, -0.685], [-0.065, 0.265, -0.097], [0.157, -0.153, 0.587], [0.035, 0.313, 0.281], [-0.146, -0.361, 0.206], [-0.182, 0.175, -0.041], [-0.336, 0.128, 0.211], [0.356, -0.156, -0.061], [-0.202, 0.273, -0.194], [-0.570, 0.393, 0.352], [0.578, -0.235, -0.362], [-0.200, -0.020, 0.179], [0.130, -0.078, -0.404], [0.302, -0.134, 0.207], [0.125, 0.334, 0.066]],
  "lowdin_charge": [0.21, -0.05, -0.04, 0.02, -0.05, 0.01, 0.05, -0.06, -0.03, 0.03, -0.04, 0.08, 0.03, -0.04, 0.01, 0.08, -0.07, 0.00, -0.04, -0.07, 0.07, -0.02, -0.06, -0.04, 0.02, -0.05, 0.07, 0.01, -0.06, -0.01, -0.04, -0.04, 0.00, 0.08, -0.06, -0.03, 0.03, -0.04, 0.07, 0.08],
  "homo_ev": -10.3473,
  "de_lowest_kcal_mol": 32.4,
  "e_lumo_ha": -0.012
}

---

{
  "formula": "C4H10N4O",
  "method": "ωB97M-V/def2-TZVPD",
  "species": ["C", "C", "N", "O", "N", "H", "H", "H", "H", "H", "H", "C", "C", "N", "N", "H", "H", "H", "H"],
  "xyz": [[-2.26406, -1.21241, -0.42540], [-0.85710, -0.92392, -0.00705], [0.11731, -1.76589, 0.04107], [-1.66162, 1.25316, 0.32550], [-0.58138, 0.35803, 0.49121], [-1.71225, 1.72180, 1.17014], [1.39860, -0.98699, 0.25917], [-0.07430, -2.66082, -0.39887], [-2.93660, -1.13936, 0.43114], [-2.32771, -2.22116, -0.82920], [-2.60537, -0.49182, -1.16727], [1.93693, 0.10798, 0.65020], [0.73180, 1.77350, -0.84670], [0.64520, 0.90667, 0.12843], [3.04630, 0.52760, 0.09968], [3.80403, 0.50332, 0.77975], [1.75807, 0.00477, 1.73262], [-0.13888, 2.08860, -1.39926], [1.72105, 2.15696, -1.03515]],
  "atomic_forces_ev_per_a": [[-0.074, 0.034, -0.077], [0.761, -1.253, 0.047], [-1.749, -0.225, -0.399], [0.522, -0.270, -0.222], [-0.730, 0.179, 0.340], [0.081, -0.139, 0.004], [1.287, 2.415, 0.536], [-0.336, 0.090, 0.035], [0.067, 0.038, -0.023], [0.057, 0.053, 0.026], [-0.028, -0.021, 0.006], [-1.757, -2.329, -0.474], [-0.123, -0.773, 0.652], [0.803, 1.180, -0.417], [1.147, 0.539, -0.222], [-0.164, 0.278, -0.186], [0.089, 0.370, 0.217], [-0.072, -0.059, 0.070], [0.218, -0.106, 0.088]],
  "lowdin_charge": [-0.01, -0.36, 0.12, 0.01, -0.09, 0.13, 0.11, 0.09, 0.09, 0.08, 0.08, -0.41, 0.09, -0.10, -0.06, 0.00, 0.11, 0.08, 0.06],
  "homo_ev": [-5.9918, -5.7492],
  "de_lowest_kcal_mol": 172.3,
  "e_lumo_ha": [0.012, 0.011]
}